1.
The following is a quantum chemistry calculation of an isolated ion of composition C5H10N and charge +1 at a distorted geometry, from OMol25.

The geometry in XYZ format:
```
16
Properties=species:S:1:pos:R:3:forces:R:3:lowdin_charge:R:1
C 0.5511 -0.4717 0.1652 1.12 1.14 0.62 -0.2979
H 1.8999 -1.9965 0.4882 0.62 -0.64 0.06 0.0807
C -0.5325 -1.1645 -0.0336 -1.43 2.51 -1.45 0.0040
H -0.7025 -2.1991 0.0759 -0.25 -0.92 0.02 0.1209
N -0.9854 1.1045 -0.8290 1.37 0.84 -0.92 0.0499
H -2.1826 0.0187 0.5079 -0.52 0.38 -0.18 0.1392
H 2.6401 -0.3296 0.4408 0.22 -0.54 0.61 0.0915
H -0.0862 1.3443 1.0823 0.65 0.47 -1.07 0.1610
C 1.8309 -0.9764 0.7982 -1.64 1.47 -0.21 -0.0091
H -1.3808 2.1005 -0.7590 -0.23 -2.18 0.10 0.2284
H -0.6449 1.0080 -1.8113 -0.39 0.05 0.71 0.1995
H -2.2675 -0.6277 -1.1252 -1.44 0.06 -1.60 0.1083
H 1.0791 1.6420 -0.4863 -1.43 -0.70 1.53 0.1720
C -1.6614 -0.1477 -0.4325 0.28 -1.72 2.40 -0.0930
H 1.5736 -0.9069 1.8781 1.06 -0.06 -0.47 0.1125
C 0.2378 1.0451 0.0472 2.00 -0.16 -0.15 -0.0682
```
Forces are in eV/Å.

Computed properties:
**Relative energy (zero: lowest compared OMol25 entry of this formula, charge and spin)**: 0.914 eV
**HOMO-LUMO gap**: 10.53 eV
**Charge**: +1
**LUMO**: -3.56 eV

=====

2.
The following is a quantum chemistry calculation of a 2-piece molecular cluster, C5H10N overall at a distorted geometry, from OMol25.

The geometry in XYZ format:
```
16
Properties=species:S:1:pos:R:3:forces:R:3:lowdin_charge:R:1
H 0.2143 -1.1953 -0.9112 0.03 0.05 -0.25 0.0935
H -2.9075 0.2380 1.5006 0.14 -0.12 0.26 0.1391
C -1.9013 1.0542 -0.3170 0.41 -0.27 0.39 -0.0212
C 2.3469 0.0632 0.3106 -4.81 -0.81 1.33 -0.1810
C -1.5205 -0.3484 -0.1003 -4.19 4.91 1.09 -0.1086
H -3.7110 -0.2501 -0.0421 -0.16 -0.11 -0.10 0.1328
C -2.8101 0.1099 0.4315 0.22 -0.40 -0.48 -0.0178
H 2.0884 -0.7174 1.0148 0.14 0.15 0.02 0.0482
H -2.1655 1.3624 -1.3185 0.06 -0.10 -0.32 0.1372
C -0.6693 -1.3207 -0.2967 3.40 -3.83 -1.20 0.2579
H 1.5658 0.7153 -0.0560 0.17 0.10 0.07 0.0341
H -0.8272 -2.3085 0.1031 0.08 -0.17 0.49 0.1213
H 4.3085 -0.3828 0.2570 -0.40 0.41 -0.22 0.1180
N 3.5575 0.2144 -0.0818 4.86 0.60 -1.60 -0.0028
H -1.3942 1.8240 0.2477 0.15 0.06 0.07 0.1321
H 3.8253 0.9419 -0.7416 -0.11 -0.47 0.43 0.1173
```
Forces are in eV/Å.

Computed properties:
**Multiplicity**: 3
**Relative energy (zero: lowest compared OMol25 entry of this formula, charge and spin)**: 2.479 eV
**HOMO-LUMO gap (alpha / beta)**: 4.36 / 6.03 eV
**Charge**: +1
**LUMO (alpha / beta)**: -4.64 / -9.00 eV

=====

3.
The following is a quantum chemistry calculation of a single C5H10N2 molecule at a distorted geometry, from OMol25.

The geometry in XYZ format:
```
17
Properties=species:S:1:pos:R:3:forces:R:3:lowdin_charge:R:1
H -1.3614 2.3946 0.2870 -0.09 0.60 -0.70 0.0949
H -2.4520 -1.8561 -0.3634 0.80 -0.31 0.31 0.0721
H 3.2350 0.0725 -1.0225 0.48 -0.60 -0.03 0.0742
H -2.3383 0.4419 -1.3414 -1.23 0.50 -1.50 0.1052
H 1.0771 -0.9932 -1.1052 -1.99 0.15 -0.90 0.1407
H 3.7372 0.6956 0.4948 -0.63 -0.11 0.32 0.0696
H -2.9678 -0.7402 0.9273 0.84 -0.71 -0.58 0.0941
N -0.4130 0.6410 -0.6138 1.33 -0.88 -0.82 -0.0452
N 1.6908 0.1716 0.2455 -0.29 2.93 2.74 -0.0440
C -2.0865 -1.0595 0.2846 -2.32 2.99 -0.32 -0.0369
C 3.0752 -0.0662 0.0549 0.38 -0.40 -0.87 -0.1552
H -1.1313 1.0206 1.4098 0.26 0.26 -0.82 0.1237
C -1.7622 0.2443 -0.5051 -0.14 -1.32 1.67 -0.3030
H 3.4300 -1.0362 0.4211 -0.07 -0.07 -0.23 0.0741
C 0.7245 -0.1601 -0.4599 1.88 -0.43 -0.69 -0.2365
C -1.2012 1.3436 0.3422 0.06 -1.28 1.95 -0.0817
H -1.2561 -1.1142 0.9440 0.72 -1.32 0.50 0.0539
```
Forces are in eV/Å.

Computed properties:
**Relative energy (zero: lowest compared OMol25 entry of this formula, charge and spin)**: 3.016 eV
**HOMO-LUMO gap**: 9.65 eV
**LUMO**: 1.16 eV

=====

4.
The following is a quantum chemistry calculation of a single C5H10N2 molecule at a distorted geometry, from OMol25.

The geometry in XYZ format:
```
17
Properties=species:S:1:pos:R:3:forces:R:3:lowdin_charge:R:1
H 1.7882 1.0930 0.0026 0.07 -0.06 0.13 0.0802
N -0.9203 0.6365 0.0519 -0.60 0.21 0.30 0.0353
H 1.9143 1.1777 -1.7591 0.07 -0.01 -0.05 0.0743
H -1.2321 -1.0627 2.8086 0.00 0.09 0.01 0.0891
C -0.8191 -0.4301 0.9415 0.32 -0.46 -0.04 -0.4279
H 0.0921 -2.3841 0.9368 -0.12 -0.19 0.17 0.0869
H -0.9401 1.5628 0.4539 0.05 -0.01 0.04 0.1206
H 1.4185 -1.3434 -1.0933 0.03 0.11 -0.12 0.0978
H -0.4938 0.6334 -1.9898 0.12 0.04 0.05 0.1243
N -1.5057 -0.3551 2.1454 -0.06 0.17 -0.08 0.1085
C 0.0127 0.4381 -1.0405 0.75 -1.15 -0.37 -0.3467
C 0.3581 -1.1374 -0.9387 -0.50 1.49 -0.26 -0.1375
H 0.9660 2.3797 -0.8860 -0.02 0.08 -0.01 0.0691
C 1.2476 1.3266 -0.9117 -0.24 -0.18 -0.08 -0.0676
H -0.2201 -1.6458 -1.7126 0.11 -0.19 -0.07 0.0962
C -0.1163 -1.4575 0.4373 0.01 0.18 0.36 -0.0860
H -1.5499 0.5683 2.5537 0.02 -0.13 0.03 0.0834
```
Forces are in eV/Å.

Computed properties:
**Relative energy (zero: lowest compared OMol25 entry of this formula, charge and spin)**: 0.287 eV
**HOMO-LUMO gap**: 8.22 eV
**LUMO**: 1.03 eV

=====

5.
The following is a quantum chemistry calculation of C5H10N2 as an isolated structure at a distorted geometry, from OMol25.

The geometry in XYZ format:
```
17
Properties=species:S:1:pos:R:3:forces:R:3:lowdin_charge:R:1
H -1.6499 -1.5183 0.0484 -0.18 0.00 0.16 0.1409
C 1.5369 -1.0165 -0.4485 -0.16 -0.13 0.47 -0.0596
H 2.2196 -0.6619 -1.2206 -0.13 -0.02 -0.06 0.0809
H -1.5165 1.7445 2.2332 0.09 0.01 -0.04 0.0720
H 0.6515 1.4490 -1.5472 0.02 0.07 -0.04 0.0342
C 0.1181 -0.5986 -0.7753 0.37 1.80 0.47 -0.6045
H -0.1779 -0.5169 -2.6809 -0.17 0.06 0.17 0.0310
N -0.8666 -1.0119 0.4537 0.73 1.52 -0.60 0.1298
C -1.0041 0.0281 1.1750 -0.51 -1.76 0.63 -0.1381
H -1.2017 0.2074 3.2322 0.14 -0.09 -0.15 0.0785
H 0.8342 1.7383 0.1756 -0.01 -0.13 0.16 0.0300
H 1.8633 -0.6052 0.5071 0.01 0.00 0.04 0.0706
C 0.1797 1.2958 -0.5756 0.38 -1.16 -0.40 -0.0679
C -1.2448 0.6984 2.2663 -0.06 0.47 -0.48 0.0623
H 1.5742 -2.1072 -0.3979 0.06 0.03 -0.10 0.0778
N -0.5451 -0.9556 -1.8390 -0.36 -0.42 -0.29 0.0239
H -0.7709 1.8306 -0.6065 -0.22 -0.24 0.04 0.0381
```
Forces are in eV/Å.

Computed properties:
**Relative energy (zero: lowest compared OMol25 entry of this formula, charge and spin)**: 5.541 eV
**HOMO-LUMO gap (alpha / beta)**: 6.80 / 6.80 eV
**LUMO (alpha / beta)**: -0.27 / -0.27 eV

=====

6.
The following is a quantum chemistry calculation of a single C5H10N2 molecule at a distorted geometry, from OMol25.

The geometry in XYZ format:
```
17
Properties=species:S:1:pos:R:3:forces:R:3:lowdin_charge:R:1
C -0.7900 -0.9017 0.6430 -1.19 -1.34 -0.01 -0.3321
H -0.5421 -1.5334 -1.6037 -0.36 0.26 0.72 0.0273
C 0.6898 -1.3361 0.7855 -0.78 2.07 1.57 -0.0533
H -1.4245 -1.1921 1.5068 -0.04 0.33 -0.75 0.1283
C -0.3409 0.4515 0.3015 0.37 -2.74 -2.66 -0.2919
N 1.8841 0.6048 -0.5164 0.84 1.06 0.03 0.0592
H 2.7539 0.9128 -0.1183 0.13 -0.14 0.26 0.0847
H 0.8474 -2.0401 0.0266 1.08 -1.18 -0.77 0.0789
H -1.4978 2.0319 -0.8230 1.81 -0.60 0.96 0.1180
H -1.5067 1.9433 0.8666 0.25 1.17 0.81 0.0784
C -0.7877 1.8195 0.0675 -3.49 -1.03 -0.95 -0.0294
N 1.0031 0.1037 0.3823 -0.42 -0.45 1.45 -0.1861
H -2.2286 -0.6051 -1.2362 2.49 -1.17 1.06 0.0777
C -1.2130 -1.0911 -0.8472 -1.31 2.56 0.87 -0.0198
H 0.9963 -1.6025 1.8569 -0.09 0.28 -1.80 0.1322
H 0.1151 2.3417 0.0582 0.92 1.73 0.10 0.0521
H 2.0414 0.0930 -1.3502 -0.19 -0.81 -0.89 0.0758
```
Forces are in eV/Å.

Computed properties:
**Relative energy (zero: lowest compared OMol25 entry of this formula, charge and spin)**: 5.288 eV
**HOMO-LUMO gap**: 7.63 eV
**LUMO**: 1.10 eV